Here is the molecule C6H9N4OP at a distorted geometry from the Open Molecules 2025 dataset. Energies are from ωB97M-V/def2-TZVPD.

Computed properties:
Multiplicity: 3
Relative energy (zero: lowest compared OMol25 entry of this formula, charge and spin) (kJ/mol): 0.0
⟨S²⟩: 2.01
LUMO (alpha / beta) (Ha): 0.0263 / -0.0664
Electronic energy (eV): -23658.78966

Each line ends with the Löwdin spin population.
Element x y z (Å)
C: 1.66 -1.23 -0.15  0.012
C: -2.70 1.17 0.15  0.018
C: -1.14 0.23 1.24  0.163
C: 3.02 0.84 -0.05  0.020
C: -1.22 -2.05 0.12  0.675
C: 1.74 0.14 -0.47  0.016
N: 1.65 -2.37 -0.06  0.009
N: -2.01 1.34 1.23  0.050
N: -2.43 -0.11 -0.36  0.123
N: -1.59 -0.75 0.41  0.314
O: -0.46 1.65 -1.13  0.212
P: 0.34 1.38 0.08  0.265
H: -3.31 1.93 -0.37  0.000
H: -0.68 -0.14 2.16  0.015
H: 3.81 0.45 -0.76  0.002
H: 2.78 1.98 -0.10  0.012
H: 3.37 0.56 0.86  0.000
H: -1.19 -2.39 -0.90  0.054
H: -0.41 -2.29 0.78  0.033
H: 1.63 0.21 -1.56  0.000
H: -2.86 -0.56 -1.12  0.008